1.
# C8H24LiO4S4

C8H24LiO4S4 as an isolated structure (the ωB97M-V functional and the def2-TZVPD basis, the Open Molecules 2025 dataset).

Last column: natural (NBO) charge in e.
CARTESIAN COORDINATES (ANGSTROEM)
1 Li 0.665 0.213 0.186  0.843
2 C 0.059 3.828 0.415  -0.817
3 S 0.982 3.086 1.760  1.243
4 O 0.952 1.569 1.540  -1.006
5 C 2.660 3.691 1.235  -0.850
6 H -0.140 4.923 0.570  0.259
7 H -0.857 3.455 0.668  0.224
8 H 0.616 3.420 -0.481  0.247
9 H 2.878 4.678 1.621  0.242
10 H 3.113 3.597 0.317  0.240
11 H 3.462 3.118 1.715  0.255
12 C -0.260 1.315 -2.498  -0.862
13 S 1.076 0.202 -2.288  1.222
14 O 1.536 0.322 -0.788  -1.026
15 C -0.031 -1.260 -2.481  -0.790
16 H 0.013 2.345 -2.502  0.243
17 H -1.231 1.165 -2.012  0.289
18 H -0.620 1.083 -3.595  0.239
19 H 0.565 -2.118 -2.451  0.225
20 H -0.642 -1.109 -3.409  0.246
21 H -0.737 -1.221 -1.667  0.255
22 C 2.073 -3.317 -0.700  -0.911
23 S 1.464 -2.852 0.892  1.320
24 O 0.730 -1.574 0.729  -1.049
25 C 0.172 -3.983 1.211  -0.778
26 H 1.270 -3.713 -1.561  0.226
27 H 2.791 -4.188 -0.631  0.265
28 H 2.659 -2.468 -1.284  0.278
29 H 0.463 -4.895 1.154  0.227
30 H -0.487 -3.799 0.417  0.224
31 H -0.090 -3.650 2.140  0.241
32 C -2.062 0.423 2.259  -0.901
33 S -2.602 0.627 0.599  1.269
34 O -1.236 0.532 -0.144  -1.063
35 C -3.186 -0.947 0.334  -0.887
36 H -3.022 0.422 3.020  0.257
37 H -1.554 1.434 2.833  0.292
38 H -1.450 -0.593 2.180  0.271
39 H -3.866 -0.674 -0.760  0.267
40 H -3.884 -1.328 1.066  0.258
41 H -2.255 -1.744 0.393  0.273

For the HOMO energy, the calculation gives -12.02 eV. The calculation puts the molar mass at 319.48 g mol⁻¹. As for the HOMO-LUMO gap: 9.92 eV. The total energy is -60408.3891 eV. The calculation puts the LUMO energy at -2.102 eV. As for the net charge: +1.

***

2.
# C7H16N2O2

An isolated ion of composition C7H16N2O2 and charge +2 (the ωB97M-V functional and the def2-TZVPD basis, the Open Molecules 2025 dataset).

Last column: natural (NBO) charge in e.
CARTESIAN COORDINATES (ANGSTROEM)
1 C 0.067 -0.419 -0.613  0.387
2 C -1.285 -0.855 -0.903  0.157
3 C 0.281 1.958 1.390  -0.618
4 C 1.321 1.320 -2.275  -0.502
5 C -2.433 -1.803 1.299  -0.447
6 C 1.977 0.211 0.718  -0.066
7 C 1.274 1.578 0.276  -0.150
8 N 0.568 1.307 -0.953  -0.027
9 N -1.924 -1.974 -0.111  -0.541
10 O -0.227 -1.171 -1.715  -0.415
11 O 0.935 -0.874 0.419  -0.499
12 H -1.997 -0.100 -1.238  0.233
13 H -0.608 1.417 1.349  0.208
14 H -0.005 3.000 1.331  0.267
15 H 0.602 1.661 2.357  0.235
16 H 0.525 1.346 -3.102  0.278
17 H 1.982 0.328 -2.339  0.249
18 H 1.935 2.293 -2.242  0.256
19 H -1.721 -1.027 1.825  0.237
20 H -3.460 -1.339 1.208  0.267
21 H -2.395 -2.780 1.902  0.286
22 H 2.926 0.103 0.146  0.254
23 H 2.081 0.342 1.812  0.266
24 H 2.008 2.357 0.187  0.260
25 H -2.664 -2.414 -0.706  0.463
26 H -1.212 -2.752 -0.149  0.444
27 H 1.450 -1.712 0.127  0.519

For the HOMO energy (spin up / spin down), the calculation gives -13.09 / -18.79 eV. The calculation puts the molar mass at 160.22 g mol⁻¹. As for the spin multiplicity: 3. As for the HOMO-LUMO gap (spin up / spin down): 6.08 / 9.06 eV. The total energy is -14566.9681 eV. The calculation puts the LUMO energy (spin up / spin down) at -7.012 / -9.723 eV. As for the net charge: +2.

***

3.
# C2H3FS

A single C2H3FS molecule (the ωB97M-V functional and the def2-TZVPD basis, the Open Molecules 2025 dataset).

Last column: natural (NBO) charge in e.
CARTESIAN COORDINATES (ANGSTROEM)
1 C -2.253 0.328 0.676  0.293
2 C 1.338 -0.012 0.045  -0.622
3 F -3.044 -0.104 -0.296  -0.340
4 S -0.699 -0.347 -0.138  -0.044
5 H 1.858 -0.841 0.582  0.248
6 H 1.248 1.066 0.162  0.244
7 H 1.552 -0.092 -1.031  0.221

For the HOMO energy, the calculation gives -9.44 eV. The calculation puts the molar mass at 78.11 g mol⁻¹. As for the HOMO-LUMO gap: 9.25 eV. The total energy is -15670.7952 eV. The calculation puts the LUMO energy at -0.191 eV. As for the net charge: 0.

***

4.
# C3H10IN2O

A 2-piece molecular cluster, C3H10IN2O overall (the ωB97M-V functional and the def2-TZVPD basis, the Open Molecules 2025 dataset).

Last column: natural (NBO) charge in e.
CARTESIAN COORDINATES (ANGSTROEM)
1 C -0.047 -2.637 0.028  -0.404
2 C -0.514 1.743 0.073  0.445
3 C 0.331 -0.217 -0.376  -0.434
4 N 0.316 2.619 -0.593  -0.811
5 N -0.434 -1.273 0.271  -0.558
6 O -0.461 1.736 1.364  -0.649
7 I 2.329 -0.256 0.272  0.136
8 H -0.011 -2.553 -1.157  0.216
9 H 0.889 -2.904 0.375  0.249
10 H -0.895 -3.197 0.287  0.229
11 H -1.552 1.629 -0.214  0.192
12 H 0.287 -0.236 -1.417  0.197
13 H 1.179 2.719 -0.246  0.388
14 H 0.101 2.674 -1.595  0.418
15 H -0.494 -1.098 1.366  0.443
16 H -1.440 -1.053 -0.026  0.442
17 H 0.416 2.303 1.586  0.499

For the HOMO energy, the calculation gives -12.26 eV. The calculation puts the molar mass at 217.03 g mol⁻¹. As for the HOMO-LUMO gap: 9.00 eV. The total energy is -16391.9906 eV. The calculation puts the LUMO energy at -3.267 eV. As for the net charge: +1.

***

5.
# C36H40BrIN7ORuSi2

C36H40BrIN7ORuSi2 as an isolated structure (the ωB97M-V functional and the def2-TZVPD basis, the Open Molecules 2025 dataset).

Last column: Mulliken charge in e.
CARTESIAN COORDINATES (ANGSTROEM)
1 Ru -0.087 -0.188 0.137  -0.777
2 Br -4.150 -4.768 4.340  -0.218
3 C -3.394 -3.679 2.980  -0.186
4 C -3.702 -3.942 1.646  -0.643
5 C -3.138 -3.144 0.670  -0.352
6 C -2.272 -2.082 0.969  -0.139
7 O -1.764 -1.410 -0.038  -0.275
8 C -1.980 -1.800 2.343  0.658
9 C -1.208 -0.722 2.822  -0.891
10 N -0.568 0.199 2.043  1.965
11 C -0.104 1.364 2.587  -0.560
12 C -0.107 1.738 3.927  -0.988
13 C 0.404 2.989 4.317  -0.931
14 C 0.898 3.901 3.426  -1.138
15 C 0.896 3.576 2.045  1.221
16 C 1.351 4.436 1.023  -1.155
17 C 1.293 4.048 -0.290  -1.251
18 C 0.801 2.770 -0.594  -0.756
19 N 0.407 1.940 0.348  1.772
20 C 0.416 2.317 1.648  0.287
21 C -2.565 -2.643 3.323  -1.317
22 H -4.367 -4.752 1.384  0.429
23 H -3.358 -3.318 -0.375  0.522
24 H -1.163 -0.586 3.895  0.026
25 H -0.509 1.087 4.687  0.443
26 H 0.392 3.234 5.371  0.389
27 H 1.269 4.864 3.747  0.461
28 H 1.735 5.412 1.290  0.479
29 H 1.628 4.695 -1.088  0.564
30 H 0.732 2.410 -1.612  0.379
31 H -2.351 -2.450 4.366  0.542
32 C 3.118 -0.798 -3.530  -1.444
33 Si 1.980 -1.701 -2.318  0.841
34 C 1.275 -3.274 -3.109  -1.714
35 C 3.101 -2.222 -0.898  -0.991
36 N 0.630 -0.638 -1.834  1.744
37 C -0.170 -0.197 -2.834  1.204
38 C -0.007 -0.564 -4.200  -0.998
39 C -0.776 -0.046 -5.204  -1.091
40 C -1.788 0.890 -4.916  -1.244
41 C -2.032 1.232 -3.622  -0.693
42 C -1.289 0.683 -2.527  0.146
43 N -1.554 0.939 -1.261  0.614
44 Si -3.019 1.756 -0.701  0.018
45 C -3.193 1.625 1.152  -0.682
46 C -4.532 0.921 -1.433  -1.156
47 C -2.929 3.592 -1.107  -1.178
48 H 4.129 -1.195 -3.429  0.440
49 H 3.169 0.269 -3.307  0.286
50 H 2.835 -0.887 -4.576  0.407
51 H 1.671 -4.163 -2.621  0.445
52 H 1.513 -3.351 -4.169  0.503
53 H 0.188 -3.299 -3.034  0.390
54 H 4.136 -2.128 -1.228  0.489
55 H 2.929 -3.270 -0.656  0.411
56 H 2.992 -1.659 0.019  0.054
57 H 0.743 -1.289 -4.469  0.147
58 H -0.602 -0.357 -6.225  0.441
59 H -2.374 1.321 -5.717  0.402
60 H -2.816 1.938 -3.401  0.289
61 H -3.230 0.593 1.491  0.070
62 H -4.146 2.092 1.405  0.712
63 H -2.415 2.145 1.709  0.042
64 H -4.495 -0.140 -1.185  0.266
65 H -4.635 1.007 -2.511  0.382
66 H -5.429 1.338 -0.973  0.404
67 H -2.048 4.035 -0.639  0.285
68 H -3.802 4.099 -0.694  0.411
69 H -2.885 3.817 -2.169  0.338
70 N 0.202 -3.366 0.167  0.034
71 C 0.469 -4.495 0.841  -0.673
72 C 1.185 -4.134 1.961  -1.175
73 C 1.281 -2.741 1.882  -0.593
74 N 0.678 -2.290 0.793  1.759
75 H -0.420 -3.217 -0.616  -0.093
76 H 0.116 -5.446 0.489  0.512
77 H 1.563 -4.781 2.729  0.533
78 H 1.752 -2.050 2.557  0.185
79 I 5.381 2.558 -1.488  0.065
80 C 4.433 1.679 0.136  -0.787
81 C 4.910 1.841 1.430  -0.217
82 C 4.202 1.257 2.467  -1.241
83 C 3.049 0.545 2.167  -0.172
84 N 2.598 0.387 0.927  0.754
85 C 3.279 0.940 -0.068  0.238
86 H 5.806 2.414 1.620  0.432
87 H 4.518 1.363 3.493  0.484
88 H 2.450 0.115 2.961  0.291
89 H 2.871 0.811 -1.063  0.118

For the HOMO energy (spin up / spin down), the calculation gives -5.35 / -7.46 eV. The calculation puts the molar mass at 950.81 g mol⁻¹. As for the spin multiplicity: 6. As for the HOMO-LUMO gap (spin up / spin down): 5.11 / 6.58 eV. The total energy is -146941.5669 eV. The calculation puts the LUMO energy (spin up / spin down) at -0.232 / -0.880 eV. As for the net charge: 0.

***

6.
# C2H4OS3

A 2-piece molecular cluster, C2H4OS3 overall (the ωB97M-V functional and the def2-TZVPD basis, the Open Molecules 2025 dataset).

Last column: natural (NBO) charge in e.
CARTESIAN COORDINATES (ANGSTROEM)
1 C -1.920 1.084 -0.872  -0.475
2 C 1.024 -1.635 0.766  0.254
3 H -0.442 2.851 -0.948  0.140
4 H -2.962 0.775 -0.983  0.215
5 H 3.105 -1.084 1.597  0.144
6 H 0.425 -1.882 -0.126  0.151
7 O 0.572 -1.574 1.876  -0.530
8 S -1.765 2.789 -1.145  0.122
9 S -0.760 0.018 -0.504  0.004
10 S 2.722 -1.342 0.338  -0.024

For the HOMO energy, the calculation gives -9.11 eV. The calculation puts the molar mass at 140.25 g mol⁻¹. As for the SMILES: O=CS.S=CS. As for the HOMO-LUMO gap: 8.60 eV. The total energy is -36690.6847 eV. The calculation puts the LUMO energy at -0.513 eV. As for the net charge: 0.

***

Question: net charge of number 2 (C7H16N2O2)?
Answer: +2